[1]
ORCA calculation (ωB97M-V with the def2-TZVPD basis set) on a cluster of 10 separate species, C3H23NO12 in total in a non-equilibrium geometry.

Computed properties:
Lowest unoccupied orbital energy: -0.3942 eV
HOMO: -0.37402 Eh
Electronic energy: -29542.525 eV
Orbital gap: 9.783 eV
SMILES: CC(=O)NC(=O)O.O.O.O.O.O.O.O.O.O
ΔE to the lowest compared entry with this formula, charge and spin: 115.9 kcal per mole

Last column: natural (NBO) charge in e.
Element x y z (Å)
1 C 1.881 1.451 -0.056  0.694
2 C -0.082 0.579 -1.130  0.883
3 H 3.475 -1.201 -0.062  0.495
4 O 0.764 -2.019 1.500  -1.020
5 O -0.158 1.226 -2.126  -0.597
6 H -3.274 -1.463 -1.011  0.467
7 O -0.981 -0.351 -1.006  -0.689
8 H 3.364 2.656 -1.202  0.253
9 H 1.108 -2.199 2.417  0.495
10 O 2.563 -0.936 0.030  -0.970
11 O -1.570 -1.912 3.415  -0.953
12 H -3.927 -0.505 1.074  0.511
13 O -2.971 -0.773 0.853  -0.996
14 O 2.692 1.507 0.954  -0.609
15 H 1.486 2.803 -1.637  0.261
16 O 1.358 -2.940 -0.894  -0.989
17 H 1.169 -3.852 -0.978  0.481
18 H 1.091 -2.760 0.033  0.494
19 H 2.585 1.542 -2.252  0.254
20 H -0.411 3.955 0.600  0.463
21 H 0.633 0.000 0.801  0.446
22 H -0.841 -1.765 2.894  0.471
23 H -1.928 -0.848 -2.805  0.490
24 H -2.438 -0.892 1.630  0.490
25 N 0.757 0.637 -0.074  -0.689
26 H -0.680 1.260 3.197  0.460
27 O -1.770 -1.467 -3.603  -0.950
28 H 2.264 -1.327 -0.936  0.527
29 H -0.904 -1.524 -3.182  0.462
30 H 1.532 -1.442 1.136  0.514
31 C 2.276 2.183 -1.281  -0.744
32 H -3.276 -1.941 -2.453  0.488
33 H 0.125 2.528 3.077  0.485
34 O -3.781 -1.437 -1.760  -0.967
35 O 0.042 1.694 2.664  -0.942
36 O 0.144 4.335 1.189  -0.931
37 H -1.095 -0.704 -0.091  0.506
38 H 0.995 3.973 1.019  0.471
39 H -1.453 -1.447 4.324  0.484

---

[2]
ORCA calculation (ωB97M-V with the def2-TZVPD basis set) on a cluster of 9 separate species, C3H24N6O9 in total in a non-equilibrium geometry.

Computed properties:
Lowest unoccupied orbital energy (spin up / spin down): -2.8875 / -8.9880 eV
Spin multiplicity: 2
Net charge: +1
HOMO (spin up / spin down): -0.43171 / -0.43171 Eh
Electronic energy: -30861.385 eV
Orbital gap (spin up / spin down): 8.860 / 2.760 eV
ΔE to the lowest compared entry with this formula, charge and spin: 14.3 kcal per mole

Last column: natural (NBO) charge in e.
Element x y z (Å)
1 H 13.897 -14.834 -7.777  0.475
2 H 15.060 -11.987 -11.023  0.464
3 N 17.054 -15.419 -7.444  -0.862
4 O 14.436 -12.931 -9.385  -1.028
5 H 11.983 -10.221 -6.583  0.401
6 N 12.916 -9.895 -6.790  -0.850
7 H 17.590 -16.219 -7.138  0.392
8 H 16.046 -15.480 -7.427  0.430
9 H 12.976 -13.097 -6.075  0.485
10 N 18.928 -14.288 -7.444  -0.839
11 N 14.678 -8.877 -6.199  -0.852
12 H 14.389 -9.644 -9.916  0.510
13 O 13.681 -12.815 -6.658  -0.969
14 C 13.424 -9.136 -5.857  0.752
15 N 16.987 -15.880 -10.570  -0.685
16 H 16.823 -14.968 -10.168  0.436
17 O 14.553 -10.286 -9.226  -0.952
18 H 13.421 -10.048 -7.651  0.397
19 O 15.078 -11.651 -11.919  -0.938
20 O 12.127 -14.274 -9.987  -0.955
21 H 19.406 -13.398 -7.457  0.416
22 H 11.887 -13.441 -10.393  0.470
23 H 14.374 -12.516 -6.070  0.492
24 C 17.584 -14.199 -7.486  0.764
25 H 15.400 -10.032 -8.859  0.491
26 H 14.756 -13.051 -8.491  0.516
27 H 15.127 -8.243 -5.554  0.406
28 N 14.936 -15.527 -11.036  -0.739
29 H 14.059 -15.753 -11.484  0.448
30 H 15.139 -9.179 -7.045  0.369
31 H 15.014 -14.726 -10.426  0.443
32 H 14.398 -11.981 -9.501  0.505
33 H 19.439 -15.151 -7.327  0.404
34 H 17.734 -16.519 -10.337  0.437
35 O 14.004 -15.688 -7.358  -0.951
36 H 13.530 -15.611 -6.530  0.489
37 O 12.851 -8.833 -4.872  -0.640
38 O 16.890 -13.200 -7.590  -0.699
39 O 15.924 -17.335 -11.754  -0.058
40 H 14.172 -11.718 -12.220  0.469
41 C 15.911 -16.356 -11.113  0.683
42 H 12.946 -14.089 -9.526  0.473

---

> Which formula does entry 2 have?

C3H24N6O9

---

> ΔE to the lowest compared entry with this formula, charge and spin of number 2 (C3H24N6O9)?

14.3 kcal per mole